# 1
90
Properties=species:S:1:pos:R:3 method="wB97M-V/def2-TZVPD" multiplicity=1 energy_ha=-5152.35756 largest_force_ha_per_bohr=0.0611
C 4.524 -0.430 3.000
C 5.514 -1.652 2.767
C 4.859 -2.845 1.952
C 5.616 -3.044 0.572
C 5.069 -2.038 -0.531
C 6.216 -1.489 -1.493
C 6.401 0.071 -1.391
C 5.031 0.860 -1.610
C 4.526 1.543 -0.267
C 4.163 3.075 -0.464
C 2.744 3.405 0.156
C 1.730 3.749 -1.015
C 0.738 2.504 -1.157
C -0.376 2.654 -0.052
C -1.409 3.800 -0.327
C -2.551 3.279 -1.319
C -3.482 2.323 -0.474
C -5.037 2.482 -0.818
C -5.709 1.157 -0.346
C -5.524 -0.084 -1.020
Cl -4.535 -0.154 -2.473
N -6.209 -1.112 -0.346
C -6.261 -2.553 -0.664
C -6.941 -2.911 -2.033
O -6.107 -2.752 -3.185
C -5.119 -3.753 -3.265
C -3.670 -3.626 -2.697
O -5.385 -4.763 -3.844
C -6.789 -0.457 0.705
N -6.528 0.887 0.761
C -6.960 1.871 1.774
C -6.335 1.615 3.200
C -5.025 2.428 3.476
Br -5.276 4.378 3.238
H 3.966 -0.554 3.960
H 3.789 -0.398 2.152
H 5.094 0.533 3.082
H 5.741 -2.050 3.796
H 6.470 -1.336 2.271
H 4.889 -3.822 2.508
H 3.777 -2.612 1.765
H 6.701 -2.823 0.706
H 5.524 -4.090 0.201
H 4.561 -1.196 0.012
H 4.293 -2.516 -1.190
H 6.039 -1.812 -2.554
H 7.170 -1.985 -1.174
H 7.096 0.449 -2.195
H 6.862 0.362 -0.414
H 5.110 1.604 -2.449
H 4.275 0.093 -1.945
H 3.670 0.928 0.120
H 5.324 1.501 0.522
H 4.918 3.681 0.104
H 4.247 3.363 -1.537
H 2.813 4.306 0.830
H 2.365 2.568 0.802
H 2.216 3.945 -1.999
H 1.166 4.668 -0.719
H 0.335 2.557 -2.205
H 1.306 1.548 -1.070
H -0.851 1.648 0.101
H 0.162 2.888 0.908
H -1.856 4.096 0.663
H -0.980 4.718 -0.795
H -2.005 2.640 -2.068
H -3.074 4.138 -1.801
H -3.171 1.259 -0.627
H -3.364 2.584 0.606
H -5.215 2.674 -1.904
H -5.414 3.329 -0.183
H -6.904 -3.021 0.135
H -5.268 -3.067 -0.560
H -7.933 -2.404 -2.171
H -7.189 -4.013 -1.980
H -2.954 -4.060 -3.438
H -3.340 -2.576 -2.509
H -3.603 -4.159 -1.710
H -7.403 -0.899 1.515
H -8.070 1.762 1.891
H -6.752 2.890 1.371
H -7.114 1.907 3.949
H -6.103 0.531 3.365
H -4.668 2.275 4.524
H -4.224 2.068 2.785
O 6.732 -7.041 -0.534
Cl 7.136 -6.511 0.749
O 5.981 -6.419 1.620
O 7.706 -5.192 0.567
O 8.123 -7.382 1.344



# 2
102
Properties=species:S:1:pos:R:3 method="wB97M-V/def2-TZVPD" multiplicity=1 total_charge=-1 energy_ha=-5225.77506 largest_force_ha_per_bohr=0.0273
C 4.107 0.288 5.139
C 3.896 0.812 3.716
N 2.564 0.637 3.119
C 2.077 -0.767 3.279
C 1.094 -1.333 2.234
Ga 1.930 -2.906 1.265
C 0.743 -4.056 0.097
C -0.622 -4.482 0.664
C -1.631 -3.334 0.806
C -3.080 -3.793 0.652
N -4.063 -2.988 1.415
C -4.647 -1.918 0.754
C -4.162 -0.552 1.125
O -5.459 -2.092 -0.112
C 3.562 -2.205 0.289
C 3.565 -0.690 0.022
C 2.592 -0.164 -1.059
C 2.072 -1.159 -2.097
S 3.268 -1.694 -3.295
O 4.591 -1.348 -2.856
O 2.835 -1.313 -4.610
O 3.103 -3.274 -3.252
P 2.717 -4.423 2.971
O 2.491 -5.898 2.733
C 1.692 1.671 3.471
C 0.542 1.954 2.544
O 1.896 2.370 4.429
H 3.176 0.329 5.714
H 4.482 -0.742 5.148
H 4.836 0.913 5.669
H 4.118 1.883 3.684
H 4.593 0.320 3.021
H 1.653 -0.891 4.288
H 3.021 -1.334 3.278
H 0.850 -0.571 1.486
H 0.161 -1.638 2.722
H 1.317 -4.972 -0.113
H 0.559 -3.577 -0.880
H -1.082 -5.241 0.006
H -0.482 -4.970 1.639
H -1.385 -2.577 0.043
H -1.525 -2.857 1.791
H -3.193 -4.841 0.957
H -3.404 -3.723 -0.395
H -3.660 -2.662 2.288
H -4.085 -0.431 2.214
H -3.147 -0.422 0.727
H -4.810 0.223 0.707
H 3.734 -2.782 -0.633
H 4.446 -2.427 0.906
H 4.579 -0.322 -0.194
H 3.250 -0.192 0.949
H 3.046 0.677 -1.601
H 1.690 0.238 -0.579
H 1.310 -0.696 -2.736
H 1.624 -2.035 -1.624
H 3.014 -3.586 -2.332
H 2.249 -4.021 4.262
H 4.089 -4.143 3.249
H 0.381 3.035 2.499
H -0.369 1.478 2.935
H 0.721 1.538 1.553
C -1.496 4.322 0.050
C -0.984 4.506 -1.369
O -0.258 3.295 -1.588
C -0.729 2.347 -0.753
O -0.444 1.190 -0.806
O -1.572 2.892 0.148
H -2.475 4.754 0.236
H -0.794 4.683 0.802
H -1.795 4.562 -2.098
H -0.319 5.355 -1.497
C -6.480 -5.155 -2.517
C -6.830 -4.900 -1.058
O -6.067 -5.919 -0.396
C -5.025 -6.263 -1.182
O -4.096 -6.923 -0.837
O -5.173 -5.725 -2.417
H -6.434 -4.256 -3.125
H -7.144 -5.886 -2.984
H -6.484 -3.927 -0.705
H -7.883 -5.035 -0.824
C 5.214 2.477 -5.530
C 3.995 1.574 -5.446
O 3.000 2.479 -4.942
C 3.358 3.738 -5.246
O 2.667 4.702 -5.118
O 4.624 3.769 -5.727
H 5.878 2.255 -6.360
H 5.781 2.492 -4.598
H 3.673 1.218 -6.425
H 4.112 0.722 -4.785
C -3.548 9.402 0.358
C -3.537 8.271 -0.660
O -2.757 7.278 0.013
C -2.821 7.501 1.350
O -2.419 6.747 2.175
O -3.407 8.692 1.592
H -4.469 9.977 0.377
H -2.696 10.072 0.242
H -4.533 7.866 -0.844
H -3.062 8.525 -1.603



# 3
90
Properties=species:S:1:pos:R:3 method="wB97M-V/def2-TZVPD" multiplicity=1 total_charge=-1 energy_ha=-1829.92315 largest_force_ha_per_bohr=0.0213
C 4.371 -0.669 -3.119
C 3.590 0.265 -2.930
N 2.737 1.213 -2.673
C 2.303 1.964 -3.852
C 0.830 1.737 -4.249
C -0.102 1.404 -3.104
O 0.062 0.111 -2.493
C -0.271 -0.982 -3.163
C -1.237 -0.889 -4.318
O 0.130 -2.054 -2.790
H 5.085 -1.401 -3.406
H 2.913 1.664 -4.714
H 2.501 3.024 -3.701
H 0.779 1.017 -5.065
H 0.465 2.683 -4.658
H 0.060 2.120 -2.310
H -1.143 1.527 -3.414
H -1.353 -1.896 -4.703
H -2.216 -0.539 -3.995
H -0.891 -0.253 -5.126
C 1.168 -3.071 1.265
C 2.241 -3.819 0.510
O 3.256 -4.195 1.058
C 1.969 -4.058 -0.949
H 1.470 -2.955 2.305
H 1.026 -2.086 0.817
H 0.228 -3.621 1.224
H 1.826 -3.103 -1.459
H 1.063 -4.656 -1.066
H 2.810 -4.582 -1.398
C -3.397 -2.214 1.739
C -2.774 -3.364 2.493
O -1.931 -4.065 1.987
C -3.249 -3.593 3.908
H -2.966 -2.160 0.742
H -4.476 -2.360 1.659
H -3.206 -1.277 2.263
H -4.322 -3.794 3.914
H -3.054 -2.708 4.515
H -2.723 -4.443 4.335
C -4.011 2.933 -0.988
C -2.647 2.609 -0.421
O -1.628 2.938 -0.975
C -2.591 1.847 0.880
H -3.894 3.479 -1.922
H -4.565 2.012 -1.178
H -4.575 3.544 -0.282
H -3.102 0.887 0.789
H -3.060 2.427 1.677
H -1.549 1.673 1.136
C 2.000 6.817 -5.908
C 1.454 6.188 -4.645
O 1.382 4.993 -4.515
C 1.008 7.132 -3.551
H 2.284 6.033 -6.606
H 1.241 7.452 -6.369
H 2.875 7.426 -5.676
H 0.209 7.780 -3.917
H 1.844 7.753 -3.227
H 0.642 6.553 -2.706
C 1.818 3.303 3.383
C 1.389 2.002 2.744
O 0.290 1.534 2.952
C 2.381 1.318 1.842
H 1.008 3.689 3.999
H 2.700 3.139 4.005
H 2.059 4.036 2.612
H 3.290 1.080 2.398
H 2.642 1.967 1.004
H 1.950 0.401 1.449
C -1.347 -6.707 -0.104
C -1.715 -8.129 -0.441
O -2.836 -8.558 -0.285
C -0.609 -9.000 -0.989
H -2.217 -6.181 0.278
H -0.564 -6.692 0.655
H -0.984 -6.194 -0.996
H 0.204 -9.070 -0.266
H -0.218 -8.570 -1.912
H -0.996 -9.996 -1.193
C 1.448 1.460 7.777
C 0.521 2.590 7.394
O 0.597 3.675 7.922
C -0.494 2.292 6.320
H 2.130 1.796 8.554
H 0.870 0.611 8.148
H 2.023 1.137 6.908
H -1.148 1.478 6.637
H 0.011 2.011 5.395
H -1.095 3.180 6.135



# 4
106
Properties=species:S:1:pos:R:3 method="wB97M-V/def2-TZVPD" multiplicity=1 total_charge=+3 energy_ha=-3861.52713 largest_force_ha_per_bohr=0.2210
C 5.394 0.869 0.087
C 4.421 1.706 -0.711
C 3.075 2.253 0.117
C 2.160 3.302 -0.754
C 0.641 2.783 -1.225
O 0.089 1.446 -0.850
C -0.325 1.620 0.582
N -0.333 1.786 1.889
C -0.389 3.748 -2.111
C -1.915 3.239 -2.534
O -2.674 2.726 -1.366
C -3.427 3.804 -0.700
C -4.806 4.254 -1.507
O -5.887 3.368 -1.039
C -7.144 3.691 -1.774
C -8.421 2.805 -1.167
O -8.610 3.084 0.265
C -9.241 4.393 0.502
C -10.873 4.315 0.153
C 0.201 5.228 -2.526
I -0.926 6.692 -3.743
C 1.704 5.650 -2.015
N 2.566 4.708 -1.171
B 3.933 5.291 -0.742
O 4.134 5.429 0.740
O 4.995 5.649 -1.701
C 5.315 7.066 -1.463
H 5.589 1.226 1.209
H 5.986 -0.050 -0.334
H 4.654 1.972 -1.826
H 2.427 1.267 0.301
H 3.333 2.665 1.184
H -1.819 2.326 -3.298
H -2.481 4.128 -3.065
H -2.689 4.714 -0.512
H -3.783 3.406 0.347
H -4.656 4.245 -2.683
H -5.069 5.358 -1.218
H -7.330 4.854 -1.713
H -7.056 3.416 -2.925
H -9.366 3.058 -1.832
H -8.212 1.645 -1.344
H -8.760 5.284 -0.087
H -9.185 4.605 1.666
H -11.300 3.238 0.339
H -11.019 4.542 -1.007
H -11.473 5.117 0.762
H 2.119 6.704 -2.309
H 3.900 6.404 0.902
H 6.274 7.370 -2.103
H 4.411 7.747 -1.825
H 5.564 7.336 -0.351
C -1.277 -1.556 0.154
N -1.039 -3.022 0.239
O -0.553 -3.576 -0.754
O -1.346 -3.576 1.301
H -0.962 -1.204 -0.831
H -2.345 -1.387 0.300
H -0.687 -1.080 0.940
C 3.414 -2.268 2.805
C 3.675 -0.913 2.180
O 2.710 -0.650 1.172
H 3.454 -3.056 2.045
H 4.152 -2.488 3.581
H 2.414 -2.304 3.249
H 4.667 -0.888 1.719
H 3.624 -0.118 2.931
H 1.834 -0.665 1.594
C 2.007 -5.057 -0.901
O 3.328 -5.477 -0.602
C 3.462 -6.021 0.709
C 4.384 -7.247 0.700
O 3.820 -8.417 0.093
C 3.596 -8.365 -1.321
C 4.872 -8.325 -2.171
O 5.512 -7.052 -2.071
C 6.921 -7.141 -1.970
H 1.801 -4.096 -0.425
H 1.927 -4.941 -1.986
H 1.268 -5.804 -0.591
H 2.487 -6.302 1.132
H 3.902 -5.245 1.338
H 4.575 -7.524 1.743
H 5.359 -7.018 0.267
H 2.911 -7.556 -1.578
H 3.068 -9.294 -1.564
H 4.611 -8.475 -3.224
H 5.542 -9.136 -1.860
H 7.221 -7.894 -1.238
H 7.302 -6.171 -1.639
H 7.351 -7.380 -2.949
N -13.773 2.231 -0.815
O -13.072 2.646 -1.753
O -14.508 1.243 -0.979
O -13.739 2.803 0.287
Ca -1.208 7.978 -1.169
C 4.635 -4.705 6.315
C 3.725 -4.969 5.101
O 4.517 -5.143 4.056
H 5.247 -3.805 6.180
H 4.022 -4.554 7.211
H 5.305 -5.551 6.516
H 3.015 -4.128 5.086
H 3.070 -5.800 5.407
F -7.208 4.030 1.073
Al -2.708 2.938 1.453



# 5
105
Properties=species:S:1:pos:R:3 method="wB97M-V/def2-TZVPD" multiplicity=1 smiles="C#CC[C@H](C[C@@H](O)CN)OC=O.BrCCBr.BrCCBr.BrCCBr.BrCCBr.BrCCBr.BrCCBr.BrCCBr.BrCCBr.BrCCBr.BrCCBr" energy_ha=-52859.34871 largest_force_ha_per_bohr=0.0483
C -0.828 -0.798 2.597
C -0.046 -0.822 1.682
C 0.759 -0.859 0.429
C 0.916 -2.310 -0.064
C -0.407 -3.086 -0.252
C -1.596 -2.257 -0.774
O -1.533 -2.064 -2.198
C -2.911 -3.057 -0.453
N -3.872 -2.291 0.358
O 1.661 -3.013 0.978
C 2.874 -3.422 0.525
O 3.684 -3.759 1.345
H -1.424 -1.151 3.452
H 0.256 -0.263 -0.350
H 1.736 -0.384 0.593
H 1.533 -2.284 -0.974
H -0.611 -3.635 0.676
H -0.213 -3.854 -1.023
H -1.726 -1.284 -0.281
H -1.318 -1.124 -2.315
H -3.423 -3.375 -1.373
H -2.652 -3.954 0.131
H -3.742 -1.292 0.282
H -3.913 -2.600 1.316
H 3.159 -3.447 -0.547
Br -0.367 1.891 2.214
C -0.809 3.767 1.901
C -2.281 4.022 2.095
Br -3.286 3.337 0.582
H -0.463 4.002 0.896
H -0.226 4.337 2.624
H -2.481 5.092 2.130
H -2.693 3.553 2.985
Br -0.842 2.387 7.066
C -2.252 1.079 7.367
C -2.080 -0.128 6.483
Br -2.629 0.249 4.653
H -3.197 1.590 7.210
H -2.163 0.800 8.416
H -2.725 -0.939 6.814
H -1.053 -0.480 6.437
Br 5.040 -2.953 -1.855
C 6.107 -2.332 -0.345
C 7.075 -1.258 -0.755
Br 8.607 -1.990 -1.707
H 6.589 -3.208 0.075
H 5.387 -1.942 0.372
H 7.491 -0.768 0.123
H 6.631 -0.510 -1.406
Br 4.880 0.971 0.588
C 4.453 2.849 0.285
C 2.984 3.113 0.487
Br 1.941 2.484 -1.029
H 4.797 3.095 -0.716
H 5.044 3.398 1.015
H 2.791 4.183 0.543
H 2.580 2.628 1.372
Br -1.364 -6.957 -0.326
C -0.973 -7.624 1.460
C -0.564 -6.510 2.388
Br 1.267 -5.941 2.059
H -0.210 -8.388 1.352
H -1.899 -8.084 1.801
H -0.573 -6.852 3.421
H -1.190 -5.627 2.296
Br -7.356 3.261 2.013
C -7.073 4.582 0.610
C -7.670 4.139 -0.698
Br -6.563 2.791 -1.562
H -6.002 4.754 0.552
H -7.566 5.485 0.966
H -7.706 4.972 -1.404
H -8.664 3.711 -0.592
Br -1.790 1.185 -2.025
C -3.241 1.308 -3.318
C -2.826 2.081 -4.540
Br -2.793 3.996 -4.191
H -4.087 1.750 -2.800
H -3.477 0.277 -3.579
H -3.552 1.948 -5.340
H -1.839 1.808 -4.902
Br -7.374 7.022 -2.497
C -8.751 7.621 -3.738
C -9.374 6.461 -4.470
Br -8.204 5.798 -5.876
H -8.286 8.343 -4.401
H -9.492 8.125 -3.119
H -10.283 6.775 -4.978
H -9.597 5.619 -3.821
Br 10.994 -5.910 0.943
C 9.400 -6.076 2.047
C 8.451 -4.929 1.822
Br 9.063 -3.311 2.716
H 9.735 -6.154 3.077
H 8.940 -7.016 1.745
H 7.478 -5.146 2.260
H 8.325 -4.682 0.771
Br 7.430 1.001 -6.245
C 6.256 0.523 -4.765
C 5.377 1.678 -4.363
Br 6.364 2.996 -3.322
H 6.892 0.170 -3.957
H 5.655 -0.305 -5.136
H 4.578 1.338 -3.705
H 4.946 2.201 -5.211